Entry 1:
Molecular formula: C46H80N4O8
Method: DFT, ωB97M-V with the def2-TZVPD basis set

Values from the calculation:
SMILES: C=Cc1c(Cc2ccccc2C)cc2c(c1CCC)C(=O)N(CCCCCCC)C2=O.COCCNCCOC.COCCNCCOC.COCCNCCOC
Orbital gap, eV: 8.484
E_HOMO, eV: -8.71
Multiplicity: 1
Maximum force, eV Å⁻¹: 1.30

Each line ends with the Löwdin charge.
Geometry (Å):
C  -1.815  -2.290  1.040  0.03
C  -0.718  -1.737  0.508  -0.12
C  -0.129  -0.423  0.839  -0.10
C  -0.912  0.744  0.892  -0.13
C  -2.405  0.799  0.647  -0.08
C  -2.681  1.524  -0.664  -0.17
C  -1.993  1.095  -1.803  -0.03
C  -2.176  1.714  -3.034  -0.08
C  -3.061  2.784  -3.115  -0.09
C  -3.751  3.214  -1.992  -0.05
C  -3.579  2.596  -0.747  -0.21
C  -4.373  3.116  0.424  -0.03
C  -0.303  1.978  1.145  0.06
C  1.053  2.054  1.350  -0.07
C  1.812  0.893  1.332  -0.03
C  1.270  -0.356  1.077  -0.10
C  2.136  -1.585  1.065  -0.13
C  3.101  -1.690  -0.133  -0.21
C  2.555  -1.047  -1.415  -0.09
C  3.216  1.318  1.636  -0.33
O  4.245  0.708  1.610  0.14
N  3.166  2.690  1.974  0.04
C  3.774  3.139  3.224  -0.11
C  2.743  3.257  4.374  -0.17
C  2.549  4.725  4.792  -0.20
C  1.228  5.017  5.508  -0.20
C  0.823  4.004  6.591  -0.21
C  -0.646  3.565  6.501  -0.25
C  -1.046  2.957  5.146  -0.11
C  1.919  3.229  1.617  -0.38
O  1.661  4.388  1.522  0.16
H  -2.468  -2.870  0.398  0.07
H  -2.101  -2.210  2.081  0.07
H  -0.175  -2.313  -0.238  0.10
H  -2.826  1.387  1.455  0.10
H  -2.882  -0.172  0.667  0.10
H  -1.314  0.257  -1.720  0.11
H  -1.641  1.353  -3.899  0.10
H  -3.185  3.266  -4.075  0.10
H  -4.425  4.056  -2.084  0.11
H  -4.572  4.174  0.271  0.06
H  -5.344  2.629  0.484  0.09
H  -3.844  3.030  1.365  0.06
H  -0.895  2.886  1.160  0.14
H  2.744  -1.533  1.970  0.12
H  1.539  -2.484  1.167  0.08
H  3.287  -2.739  -0.359  0.09
H  4.046  -1.205  0.082  0.09
H  2.490  0.033  -1.324  0.07
H  1.604  -1.489  -1.714  0.06
H  3.258  -1.253  -2.222  0.07
H  4.239  4.112  3.079  0.12
H  4.562  2.453  3.513  0.12
H  3.169  2.736  5.230  0.11
H  1.803  2.764  4.130  0.11
H  3.421  5.031  5.369  0.11
H  2.573  5.326  3.882  0.10
H  0.453  5.147  4.757  0.10
H  1.343  5.984  5.999  0.11
H  1.450  3.115  6.608  0.10
H  0.943  4.490  7.559  0.10
H  -0.795  2.800  7.262  0.10
H  -1.302  4.405  6.720  0.10
H  -0.464  3.346  4.313  0.04
H  -0.959  1.872  5.146  0.07
H  -2.088  3.197  4.935  0.06
C  -4.202  7.137  1.585  -0.11
O  -4.770  6.102  2.367  -0.21
C  -4.405  6.156  3.742  -0.21
C  -5.608  6.470  4.605  -0.22
N  -6.048  7.846  4.408  -0.05
C  -7.328  8.162  5.037  -0.20
C  -8.573  7.456  4.510  -0.23
O  -8.921  7.812  3.185  -0.18
C  -8.298  7.055  2.164  -0.10
H  -4.450  6.935  0.544  0.08
H  -4.608  8.117  1.855  0.08
H  -3.113  7.156  1.686  0.09
H  -3.599  6.875  3.912  0.12
H  -4.031  5.164  4.015  0.11
H  -5.342  6.329  5.656  0.12
H  -6.394  5.746  4.351  0.11
H  -6.126  8.024  3.415  0.07
H  -7.484  9.237  4.919  0.12
H  -7.244  7.972  6.112  0.12
H  -9.412  7.774  5.134  0.12
H  -8.510  6.365  4.611  0.11
H  -8.095  6.029  2.482  0.09
H  -7.368  7.522  1.827  0.07
H  -8.979  7.025  1.313  0.09
C  0.700  -5.194  0.349  -0.11
O  0.150  -4.997  -0.940  -0.20
C  1.130  -4.862  -1.966  -0.21
C  1.078  -6.029  -2.924  -0.21
N  1.557  -7.253  -2.290  -0.04
C  1.341  -8.460  -3.081  -0.20
C  -0.099  -8.894  -3.336  -0.23
O  -0.793  -9.303  -2.173  -0.18
C  -1.437  -8.270  -1.451  -0.10
H  -0.119  -5.163  1.066  0.09
H  1.204  -6.163  0.433  0.08
H  1.408  -4.396  0.590  0.06
H  2.133  -4.744  -1.546  0.12
H  0.891  -3.948  -2.520  0.12
H  1.709  -5.804  -3.788  0.11
H  0.041  -6.133  -3.274  0.11
H  1.089  -7.364  -1.400  0.07
H  1.843  -9.278  -2.559  0.12
H  1.849  -8.343  -4.044  0.11
H  -0.061  -9.774  -3.985  0.12
H  -0.674  -8.136  -3.881  0.11
H  -1.775  -7.463  -2.106  0.09
H  -0.789  -7.859  -0.672  0.07
H  -2.307  -8.705  -0.959  0.09
C  6.409  -3.437  -8.607  -0.12
O  5.830  -4.718  -8.449  -0.20
C  6.734  -5.708  -7.970  -0.22
C  6.340  -6.165  -6.582  -0.22
N  6.571  -5.115  -5.598  -0.05
C  6.017  -5.398  -4.277  -0.20
C  4.501  -5.490  -4.148  -0.23
O  3.824  -4.265  -4.376  -0.20
C  3.497  -3.987  -5.726  -0.10
H  5.664  -2.797  -9.076  0.09
H  6.689  -2.997  -7.644  0.08
H  7.291  -3.479  -9.253  0.09
H  7.765  -5.346  -7.985  0.12
H  6.668  -6.561  -8.651  0.12
H  6.934  -7.043  -6.312  0.12
H  5.284  -6.467  -6.621  0.11
H  6.164  -4.254  -5.940  0.07
H  6.356  -4.600  -3.613  0.12
H  6.458  -6.327  -3.904  0.12
H  4.278  -5.761  -3.112  0.12
H  4.075  -6.288  -4.769  0.11
H  3.307  -4.900  -6.296  0.09
H  4.283  -3.408  -6.219  0.07
H  2.591  -3.380  -5.729  0.09



Entry 2:
Molecular formula: C46H82O22
Method: DFT, ωB97M-V with the def2-TZVPD basis set

Values from the calculation:
SMILES: CCOC(C)=O.CCOC(C)=O.CCOC(C)=O.CCOC(C)=O.CCOC(C)=O.O=C1CCCO1.O=C1CCCO1.O=C1CCCO1.O=C1CCCO1.O=C1CCCO1.CC(C)=O.CC(C)=O
Orbital gap, eV: 9.593
E_HOMO, eV: -9.15
Multiplicity: 1
Maximum force, eV Å⁻¹: 3.36

Each line ends with the Löwdin charge.
Geometry (Å):
C  -16.264  -20.415  1.465  -0.06
C  -15.124  -19.471  1.208  -0.21
O  -14.035  -20.180  0.538  0.00
C  -12.834  -19.572  0.642  -0.54
C  -11.727  -20.322  0.052  0.01
O  -12.733  -18.475  1.122  0.09
H  -16.608  -20.758  0.446  0.10
H  -17.037  -19.876  1.992  0.07
H  -16.003  -21.336  1.992  0.05
H  -15.465  -18.719  0.498  0.13
H  -14.783  -18.972  2.066  0.07
H  -11.120  -20.918  0.741  0.07
H  -11.005  -19.698  -0.523  0.11
H  -12.110  -21.097  -0.612  0.09
C  -9.044  -22.661  11.382  -0.04
C  -9.804  -22.263  10.105  -0.21
O  -10.100  -23.475  9.378  -0.01
C  -10.877  -23.259  8.267  -0.52
C  -11.030  -24.477  7.414  0.03
O  -11.362  -22.190  8.004  0.09
H  -8.536  -21.892  11.871  0.05
H  -8.339  -23.456  11.109  0.08
H  -9.719  -23.126  12.083  0.07
H  -10.712  -21.731  10.359  0.10
H  -9.347  -21.579  9.449  0.10
H  -11.619  -24.157  6.556  0.06
H  -11.684  -25.206  7.858  0.09
H  -10.010  -24.839  7.238  0.10
C  -14.513  -23.380  11.160  -0.07
C  -13.985  -24.427  10.252  -0.17
O  -15.133  -25.128  9.575  -0.02
C  -14.961  -26.446  9.440  -0.53
C  -16.243  -27.162  8.919  0.03
O  -13.924  -26.979  9.756  0.08
H  -14.775  -23.724  12.158  0.08
H  -15.366  -22.827  10.743  0.09
H  -13.748  -22.688  11.421  0.06
H  -13.305  -24.037  9.475  0.11
H  -13.452  -25.140  10.826  0.10
H  -16.173  -27.422  7.873  0.07
H  -17.195  -26.655  9.075  0.08
H  -16.146  -28.097  9.536  0.10
C  -7.679  -30.885  6.847  -0.07
C  -9.137  -30.569  7.310  -0.22
O  -10.094  -31.247  6.476  -0.04
C  -10.694  -30.531  5.472  -0.54
C  -11.650  -31.445  4.785  0.01
O  -10.594  -29.360  5.206  0.09
H  -7.449  -31.964  6.748  0.08
H  -7.002  -30.402  7.582  0.07
H  -7.526  -30.316  5.864  0.09
H  -9.311  -30.956  8.303  0.11
H  -9.302  -29.442  7.260  0.13
H  -11.700  -32.364  5.346  0.08
H  -11.317  -31.464  3.732  0.10
H  -12.648  -30.954  4.877  0.11
C  -18.265  -19.927  7.415  -0.07
C  -17.340  -19.533  6.316  -0.22
O  -17.489  -18.079  6.063  -0.02
C  -17.011  -17.591  4.909  -0.56
C  -17.548  -16.217  4.635  0.02
O  -16.350  -18.269  4.164  0.09
H  -17.923  -20.948  7.743  0.10
H  -19.313  -20.010  7.014  0.10
H  -18.181  -19.212  8.243  0.06
H  -16.227  -19.676  6.443  0.13
H  -17.497  -20.103  5.405  0.11
H  -17.420  -15.476  5.400  0.09
H  -18.611  -16.245  4.410  0.09
H  -17.112  -15.983  3.648  0.10
O  -7.771  -15.950  3.225  0.13
C  -8.062  -17.070  2.989  -0.45
C  -9.334  -17.908  3.378  -0.07
C  -9.329  -19.134  2.457  -0.15
C  -7.825  -19.298  2.262  -0.13
O  -7.289  -17.926  2.228  0.00
H  -9.272  -18.232  4.403  0.11
H  -10.234  -17.301  3.408  0.10
H  -9.808  -19.956  2.986  0.09
H  -9.847  -18.932  1.459  0.12
H  -7.351  -19.770  3.065  0.10
H  -7.525  -19.776  1.344  0.12
O  -11.454  -16.260  6.753  0.10
C  -11.960  -15.172  6.935  -0.43
C  -12.528  -14.570  8.243  -0.04
C  -12.813  -13.121  7.873  -0.17
C  -12.805  -13.072  6.391  -0.12
O  -12.076  -14.279  5.924  0.00
H  -13.435  -15.088  8.616  0.12
H  -11.833  -14.666  9.091  0.13
H  -13.745  -12.722  8.286  0.12
H  -12.067  -12.409  8.294  0.13
H  -13.775  -13.154  5.817  0.14
H  -12.250  -12.243  6.072  0.10
O  -13.328  -17.169  11.377  0.08
C  -14.360  -17.538  10.841  -0.49
C  -15.132  -18.871  10.952  -0.09
C  -16.141  -18.757  9.896  -0.19
C  -16.331  -17.216  9.721  -0.11
O  -15.038  -16.718  10.066  0.01
H  -14.464  -19.743  10.757  0.13
H  -15.537  -18.834  11.979  0.14
H  -15.823  -19.165  8.905  0.10
H  -17.135  -19.180  10.198  0.12
H  -16.606  -16.861  8.747  0.12
H  -16.997  -16.833  10.517  0.13
O  -9.753  -22.377  2.418  0.08
C  -9.686  -23.518  2.856  -0.43
C  -10.829  -24.457  3.075  -0.07
C  -10.248  -25.529  4.001  -0.15
C  -8.796  -25.501  3.603  -0.14
O  -8.479  -24.080  3.293  0.00
H  -11.748  -23.973  3.440  0.10
H  -11.055  -24.871  2.080  0.14
H  -10.377  -25.327  5.082  0.10
H  -10.700  -26.443  3.771  0.10
H  -8.078  -25.782  4.433  0.14
H  -8.598  -26.109  2.694  0.13
O  -14.771  -16.303  5.764  0.13
C  -14.219  -16.007  4.758  -0.49
C  -13.280  -16.710  3.847  -0.09
C  -12.535  -15.631  3.120  -0.16
C  -13.601  -14.574  3.030  -0.14
O  -14.507  -14.788  4.165  -0.02
H  -12.654  -17.383  4.425  0.10
H  -13.895  -17.295  3.082  0.14
H  -11.674  -15.298  3.758  0.12
H  -12.327  -15.934  2.055  0.13
H  -13.227  -13.558  3.133  0.12
H  -14.146  -14.666  2.113  0.12
C  -14.776  -22.760  6.550  0.01
C  -14.059  -23.070  5.216  -0.43
C  -14.412  -22.140  4.082  0.00
O  -13.306  -24.022  5.134  0.04
H  -14.232  -22.030  7.173  0.09
H  -14.744  -23.652  7.174  0.07
H  -15.735  -22.398  6.368  0.04
H  -15.428  -21.727  4.157  0.08
H  -14.205  -22.575  3.163  0.06
H  -13.833  -21.207  4.215  0.10
C  -12.075  -19.467  6.152  -0.01
C  -12.501  -19.117  7.572  -0.46
C  -11.452  -18.875  8.659  0.01
O  -13.674  -18.969  7.828  0.06
H  -11.302  -18.767  5.880  0.05
H  -12.896  -19.334  5.460  0.06
H  -11.557  -20.453  6.152  0.09
H  -10.972  -19.740  9.129  0.06
H  -11.940  -18.350  9.497  0.07
H  -10.720  -18.188  8.234  0.07



> What is the formula in the first record?

C46H80N4O8



> Look up the maximum force of the first one.

1.30 eV Å⁻¹